# 1
{"formula": "C16H44F3O24S4", "method": "wB97M-V/def2-TZVPD", "symbols": ["C", "F", "F", "F", "S", "O", "O", "O", "O", "S", "O", "O", "C", "C", "C", "H", "H", "H", "H", "H", "H", "H", "H", "O", "S", "O", "O", "C", "C", "C", "H", "H", "H", "H", "H", "H", "H", "H", "O", "S", "O", "O", "C", "C", "C", "H", "H", "H", "H", "H", "H", "H", "H", "O", "H", "H", "O", "H", "H", "O", "H", "H", "O", "H", "H", "O", "H", "H", "O", "H", "H", "C", "C", "O", "C", "O", "O", "H", "H", "H", "H", "C", "C", "O", "C", "O", "O", "H", "H", "H", "H"], "coordinates": [[0.28330, 0.44072, -0.10124], [0.53472, -0.58016, -0.91113], [0.73620, 1.55844, -0.67347], [-0.98341, 0.50275, 0.21414], [1.34149, 0.32260, 1.55955], [0.66854, 1.20841, 2.50255], [1.32166, -1.07565, 2.01926], [2.65752, 0.81383, 1.17711], [-2.06214, 4.93117, -4.49363], [-1.20175, 3.84297, -4.14886], [-1.52307, 2.43554, -4.37236], [0.15132, 4.13339, -5.02746], [1.12447, 3.07714, -5.05554], [2.39254, 3.62463, -5.62729], [-0.51576, 4.17991, -2.49074], [0.79209, 2.18013, -5.57977], [1.21177, 2.77803, -4.00574], [2.17065, 4.13497, -6.56568], [3.12096, 2.84179, -5.84569], [2.94650, 4.30835, -4.98242], [-1.32709, 4.21853, -1.76610], [-0.12425, 5.18979, -2.59455], [0.23224, 3.43664, -2.23649], [-1.89952, 0.27908, 4.62699], [-2.69982, 0.14386, 3.44126], [-2.39201, -0.84019, 2.44795], [-4.27819, -0.09937, 3.82313], [-5.00791, 0.63986, 4.80318], [-4.30289, 0.84574, 6.14598], [-2.85092, 1.75793, 2.63457], [-5.98631, 0.17694, 4.91488], [-5.17544, 1.62136, 4.34655], [-4.11142, -0.08215, 6.67945], [-4.94623, 1.49251, 6.74981], [-3.40183, 1.44638, 6.04839], [-1.86945, 1.99666, 2.22997], [-3.15444, 2.55355, 3.31151], [-3.57519, 1.66775, 1.82720], [-0.97547, -3.39205, -5.26129], [-0.80400, -2.11077, -4.63436], [-0.56590, -0.92159, -5.44527], [-2.16111, -1.79919, -3.77543], [-2.24971, -0.60115, -2.98430], [-3.19053, -0.98934, -1.83316], [0.42340, -2.29961, -3.32727], [-2.59023, 0.20724, -3.62830], [-1.26493, -0.36016, -2.58137], [-3.26122, -0.13220, -1.16005], [-2.79289, -1.82827, -1.26139], [-4.19726, -1.29707, -2.11203], [1.06842, -1.42330, -3.42172], [1.02614, -3.17364, -3.55026], [-0.05997, -2.17654, -2.36442], [-0.12362, 3.41758, 3.70281], [0.08764, 2.51279, 3.38346], [0.73477, 3.82825, 3.84693], [3.86291, 3.29385, 1.50798], [3.21546, 2.57326, 1.40715], [3.39746, 4.08372, 1.21930], [4.05242, -0.99070, 4.13149], [4.01512, -1.95060, 4.11257], [3.16178, -0.70987, 3.89417], [0.65183, -1.71825, 4.77952], [0.79234, -1.34031, 3.89642], [1.01540, -2.60621, 4.72271], [4.18411, 0.25303, -1.26064], [4.01780, 1.02193, -1.81233], [3.83605, 0.49155, -0.38953], [-0.63848, 4.12082, 1.01341], [0.05227, 4.74327, 0.77087], [-0.49792, 3.95568, 1.96822], [2.98592, -2.56920, -0.83252], [3.79871, -3.43486, 0.18673], [4.89266, -3.86423, -0.60260], [4.88301, -3.26749, -1.80183], [5.71490, -3.47628, -2.64943], [3.74611, -2.62529, -1.98603], [2.73385, -1.62579, -0.35838], [2.10158, -3.16832, -1.07550], [3.13217, -4.22432, 0.53012], [4.08616, -2.80969, 1.03166], [-0.24520, -3.80725, 0.87014], [-1.05672, -4.68935, 1.81456], [-2.01851, -5.24422, 0.97736], [-2.03218, -4.66420, -0.25103], [-2.81759, -4.94842, -1.09077], [-1.06356, -3.72017, -0.30637], [0.66197, -4.33514, 0.57278], [-0.04691, -2.86802, 1.37920], [-1.54064, -4.09065, 2.59397], [-0.43471, -5.35310, 2.41875]], "atomic_forces_ev_per_a": [[2.3, 0.1, 2.5], [-0.3, -0.1, -0.1], [-0.7, 0.1, -0.4], [-0.5, 0.2, -0.5], [-0.5, -0.4, 0.6], [-0.1, -0.5, -0.9], [0.0, 0.8, -0.9], [-0.3, -0.4, -0.4], [-0.2, -0.5, 0.2], [1.7, -0.9, -0.6], [0.0, 2.0, 0.8], [-1.2, 0.0, 0.1], [0.0, -0.5, 1.2], [0.8, 0.2, -0.4], [-0.8, 0.0, -0.8], [-0.4, 0.3, -0.3], [0.6, -0.3, -0.1], [0.1, 0.0, 0.0], [-0.3, -0.3, -0.1], [-0.4, 0.2, 0.2], [0.0, -0.3, 0.0], [0.2, -0.1, 0.0], [0.0, 0.0, 0.1], [-0.6, -0.2, -0.7], [-0.8, 1.3, 0.3], [-0.3, 0.2, 0.4], [1.1, -1.2, -0.4], [0.8, 1.3, 0.2], [-0.5, 0.5, -0.1], [0.2, -0.5, 0.0], [0.2, -0.4, -0.1], [-0.2, 0.1, 0.2], [0.1, 0.0, -0.1], [-0.3, -0.3, 0.1], [0.2, -0.4, -0.1], [0.0, -0.1, 0.0], [0.1, -0.3, 0.3], [0.1, -0.1, 0.0], [-0.2, 0.7, 0.3], [-1.0, 1.1, 0.0], [0.2, -1.4, 1.0], [1.2, -1.2, -1.1], [-0.5, -0.8, 0.4], [0.3, 0.6, 0.2], [0.2, 1.5, -0.8], [0.0, 0.1, 0.2], [0.0, 0.2, 0.0], [-0.1, 0.0, 0.1], [0.3, 0.1, -0.1], [0.1, 0.2, -0.5], [0.1, -0.1, -0.1], [-0.3, -0.3, 0.4], [0.0, -0.9, 0.0], [-0.1, 0.1, -0.2], [0.1, 0.3, 0.2], [0.0, -0.1, 0.1], [-0.3, 0.1, -0.1], [0.3, 0.0, 0.1], [0.0, 0.0, 0.0], [0.1, 0.0, 0.0], [0.0, 0.0, 0.0], [0.0, 0.0, 0.0], [0.1, -0.1, 0.0], [-0.2, -0.1, 0.0], [0.0, 0.0, 0.0], [0.0, 0.0, 0.0], [0.0, 0.0, 0.0], [0.0, 0.1, 0.1], [0.0, 0.0, 0.0], [0.0, 0.0, 0.0], [0.0, 0.0, 0.0], [-1.0, -2.1, 1.7], [-1.0, 1.3, -0.5], [0.5, -0.4, 1.2], [1.0, -1.5, -1.4], [-0.7, 0.6, 0.9], [0.3, 1.8, -1.2], [0.2, 0.4, -0.9], [-0.4, 0.6, 0.2], [0.6, -0.5, 0.0], [0.5, -0.2, 0.0], [0.2, -0.7, 0.4], [0.4, 1.5, 1.1], [-0.6, -1.3, -0.3], [0.0, 0.1, 0.9], [0.2, 0.2, -0.3], [-0.1, 0.3, 0.0], [0.2, 0.3, 0.0], [0.1, 0.4, -0.7], [-0.3, 0.2, -0.3], [-0.1, -0.8, -0.7]], "total_energy_ha": -4334.25231, "homo_ev": -8.6, "total_charge": -1, "orbital_gap_ev": 10.49}


# 2
{"formula": "H32O16", "method": "wB97M-V/def2-TZVPD", "symbols": ["O", "H", "H", "O", "H", "H", "O", "H", "H", "O", "H", "H", "O", "H", "H", "O", "H", "H", "O", "H", "H", "O", "H", "H", "O", "H", "H", "O", "H", "H", "O", "H", "H", "O", "H", "H", "O", "H", "H", "O", "H", "H", "O", "H", "H", "O", "H", "H"], "coordinates": [[-2.42451, 3.26449, 0.62893], [-1.65660, 3.76117, 0.32661], [-2.15380, 3.02298, 1.51337], [6.16703, -1.19340, -0.45338], [6.07918, -0.46363, 0.12835], [5.61706, -1.29721, -1.22523], [3.16201, 2.45021, -0.45124], [3.40681, 2.30057, 0.45277], [2.23966, 2.64668, -0.53821], [2.10384, -4.59725, 0.55524], [2.20543, -5.48882, 0.86454], [1.27244, -4.22023, 0.84242], [2.12431, -1.11545, -1.82447], [3.00264, -1.08421, -1.43006], [1.63163, -0.54794, -1.23178], [-2.54018, 0.58102, -0.46327], [-3.05233, 1.23425, 0.04038], [-3.25435, -0.06503, -0.49447], [0.03060, 5.17242, -0.57555], [0.42677, 5.07346, 0.29563], [0.75449, 5.15893, -1.20753], [0.97643, -4.23634, -3.11805], [1.68446, -3.67220, -2.78703], [0.43150, -3.66200, -3.65039], [-6.01608, -0.52008, 0.88887], [-5.68316, -0.24066, 0.06419], [-5.22651, -0.61738, 1.43529], [-3.49215, -0.99613, 3.02264], [-3.24204, -1.30053, 3.91447], [-2.70729, -0.42201, 2.99666], [0.07279, 1.67641, -2.10087], [0.85876, 2.22598, -2.07762], [-0.59252, 2.06308, -1.51906], [0.71431, 0.12469, 1.54363], [0.45496, 0.23113, 0.62405], [-0.12473, 0.02695, 2.00130], [-3.59586, -2.68777, -0.72734], [-3.10509, -1.96199, -1.08169], [-3.60005, -3.54534, -1.06540], [-0.78005, 3.55782, 3.63926], [0.12018, 3.88624, 3.70407], [-0.75559, 2.62159, 3.83833], [4.50911, -1.60319, 2.09947], [4.70737, -1.62569, 3.04081], [4.95447, -2.36787, 1.77322], [-2.21544, -0.73798, -3.95574], [-1.30009, -0.78562, -3.65543], [-2.18984, -0.02411, -4.60067]], "atomic_forces_ev_per_a": [[0.2, 0.0, -0.1], [-0.1, 0.2, -0.4], [-0.1, 0.0, 0.6], [1.4, -2.1, -0.3], [-1.0, 1.1, 0.1], [-0.4, 0.9, 0.2], [0.9, 0.0, -1.2], [-0.3, -0.1, 0.7], [-0.6, 0.0, 0.6], [0.6, 0.8, -0.5], [-0.4, -0.5, 0.3], [-0.2, -0.3, 0.2], [0.3, -0.1, 0.0], [0.1, -0.2, -0.1], [-0.4, 0.2, 0.0], [-1.0, 0.0, 0.6], [0.8, 0.8, -0.1], [0.3, -0.6, -0.5], [-0.2, -0.3, 0.1], [0.2, 0.2, 0.0], [0.1, 0.1, 0.0], [0.3, -0.3, 0.2], [-0.1, 0.1, 0.1], [-0.2, 0.3, -0.2], [-0.3, -0.3, 1.5], [0.4, 0.4, -1.6], [-0.1, -0.2, 0.2], [1.5, 0.4, 1.2], [-1.1, -0.7, -0.1], [-0.4, 0.3, -1.1], [0.0, -0.4, 0.1], [-0.1, 0.2, -0.1], [0.0, 0.1, -0.1], [0.1, 0.2, 0.1], [-0.1, 0.0, -0.1], [0.0, -0.1, 0.0], [-1.4, 2.0, 2.7], [0.8, -0.6, -1.2], [0.8, -1.4, -1.6], [-0.3, 0.2, -0.3], [0.1, -0.2, 0.1], [0.3, -0.1, 0.2], [-0.3, 0.8, 0.6], [-0.1, 0.1, 0.0], [0.5, -0.9, -0.7], [0.2, 0.0, 0.0], [-0.1, 0.0, 0.1], [-0.1, 0.0, 0.0]], "total_energy_ha": -1222.94502, "e_above_lowest_kj_mol": 666.21, "homo_ev": -10.9, "total_charge": 0, "orbital_gap_ev": 10.26}


# 3
{"formula": "C20H21CuN7P", "method": "wB97M-V/def2-TZVPD", "symbols": ["Cu", "C", "N", "C", "C", "N", "C", "P", "C", "N", "C", "C", "N", "C", "C", "N", "C", "C", "N", "C", "H", "H", "H", "H", "H", "H", "H", "H", "H", "H", "H", "H", "H", "H", "H", "C", "C", "C", "C", "C", "C", "C", "C", "N", "H", "H", "H", "H", "H", "H"], "coordinates": [[-0.17180, 1.70582, -0.89949], [-1.70364, -3.58453, 0.33753], [-1.65889, -2.13771, 0.44857], [-2.28816, -1.40575, 1.41755], [-1.94820, -0.10056, 1.19571], [-1.12124, -0.02681, 0.11555], [-0.95453, -1.26026, -0.32220], [0.17732, -1.76227, -1.65588], [-0.22756, -0.49799, -2.90166], [-0.43425, 0.79181, -2.69651], [-0.65326, 1.35199, -3.92053], [-0.57603, 0.38539, -4.88053], [-0.30631, -0.78341, -4.22615], [-0.06378, -2.07207, -4.85249], [1.71197, -0.98458, -1.06011], [2.55133, -0.42763, -1.90568], [3.62374, -0.03670, -1.15183], [3.42291, -0.37254, 0.15534], [2.20215, -0.99642, 0.20824], [1.57325, -1.52092, 1.40857], [-2.73613, -3.92433, 0.38725], [-1.13510, -4.04747, 1.14426], [-1.27610, -3.88562, -0.61476], [-2.91141, -1.86645, 2.16449], [-2.22818, 0.77839, 1.75183], [-0.84159, 2.40499, -4.03414], [-0.67898, 0.42780, -5.95036], [-0.20705, -1.96496, -5.92423], [-0.75830, -2.81942, -4.47433], [0.95693, -2.39877, -4.66158], [4.46736, 0.46930, -1.58957], [4.01888, -0.22624, 1.03971], [2.32411, -1.56405, 2.19402], [1.20795, -2.53294, 1.23035], [0.75585, -0.87918, 1.73542], [0.52862, 3.16953, 0.26102], [0.10666, 2.77004, 1.59128], [0.85934, 1.85744, 2.36336], [0.41742, 1.39024, 3.57987], [-0.80249, 1.82509, 4.10948], [-1.54563, 2.76665, 3.38920], [-1.10100, 3.22334, 2.16783], [-1.27695, 1.30787, 5.35451], [-1.66145, 0.89144, 6.35751], [1.61301, 3.17188, 0.13908], [0.10396, 4.12176, -0.05774], [1.80721, 1.50949, 1.96556], [1.01388, 0.68339, 4.14499], [-2.48006, 3.12938, 3.79974], [-1.69578, 3.94655, 1.62194]], "atomic_forces_ev_per_a": [[0.0, 0.0, -0.1], [0.0, 0.0, 0.0], [0.0, 0.0, 0.0], [0.0, 0.0, 0.0], [0.0, 0.0, 0.0], [0.0, 0.0, 0.0], [0.0, 0.0, 0.0], [-0.1, 0.0, 0.1], [0.0, 0.0, 0.0], [0.0, 0.0, 0.1], [0.0, 0.0, 0.0], [0.0, 0.0, 0.0], [0.0, 0.0, 0.0], [0.0, 0.0, 0.0], [0.0, 0.0, -0.1], [0.0, 0.0, 0.0], [0.0, 0.0, 0.0], [0.0, 0.0, 0.0], [0.0, 0.0, 0.0], [0.0, 0.0, 0.0], [0.0, 0.0, 0.0], [0.0, 0.0, 0.0], [0.0, 0.0, 0.0], [0.0, 0.0, 0.0], [0.0, 0.0, 0.0], [0.0, 0.0, 0.0], [0.0, 0.0, 0.0], [0.0, 0.0, 0.0], [0.0, 0.0, 0.0], [0.0, 0.0, 0.0], [0.0, 0.0, 0.0], [0.0, 0.0, 0.0], [0.0, 0.0, 0.0], [0.0, 0.0, 0.0], [0.0, 0.0, 0.0], [-0.1, 0.0, 0.0], [0.0, 0.0, 0.0], [0.0, 0.0, 0.0], [0.0, 0.0, 0.0], [0.0, 0.0, -0.1], [0.0, 0.0, 0.0], [0.0, 0.0, 0.0], [0.0, 0.1, 0.1], [0.0, 0.0, 0.0], [0.0, 0.0, 0.0], [0.0, 0.0, 0.0], [0.0, 0.0, 0.0], [0.0, 0.0, 0.0], [0.0, 0.0, 0.0], [0.0, 0.0, 0.0]], "total_energy_ha": -3139.85743, "e_above_lowest_kj_mol": 0.00, "homo_ev": -6.5, "total_charge": 0, "orbital_gap_ev": 6.72}